34
Properties=species:S:1:pos:R:3:mulliken_charge:R:1 method="wB97M-V/def2-TZVPD" relative_energy_ev=0.045 homo_lumo_gap_ev="7.4 / 5.2" largest_force_ev_per_a=3.0 spin_multiplicity=5
C 0.17 2.36 -1.66 -0.035
C -0.93 2.26 -0.77 -0.863
C -0.42 1.81 0.53 -0.741
H -1.95 2.58 -0.98 0.392
C 1.01 1.47 0.32 -0.381
C 1.30 1.74 -1.08 -0.651
H 2.27 1.63 -1.55 0.456
H 0.15 2.87 -2.62 0.541
H -0.99 1.65 1.45 0.434
H 1.71 1.13 1.08 0.602
Pt -0.31 -0.13 -0.32 0.963
Br -2.67 -0.32 -1.02 -0.600
C -0.25 -1.90 -2.96 -0.479
C 0.99 -1.19 -2.88 -0.492
C 0.81 0.06 -3.54 -0.399
H 1.94 -1.56 -2.48 0.421
C -0.56 0.18 -3.90 -0.356
C -1.21 -1.05 -3.57 -0.628
H -2.26 -1.26 -3.75 0.514
H -0.40 -2.94 -2.65 0.439
H 1.58 0.80 -3.71 0.598
H -1.06 1.09 -4.23 0.405
Se 0.49 -2.29 0.50 -0.171
C 0.16 -1.44 2.14 0.046
C 1.32 -0.93 2.77 -0.387
C 1.23 -0.52 4.08 -0.633
C -0.01 -0.49 4.73 -0.352
C -1.18 -0.82 4.04 -0.549
C -1.12 -1.22 2.71 -0.077
H 2.28 -0.93 2.25 0.462
H 2.14 -0.24 4.60 0.376
H -0.06 -0.22 5.78 0.383
H -2.14 -0.79 4.55 0.387
H -2.04 -1.40 2.14 0.376